The following is a DFT calculation (ωB97M-V with the def2-TZVPD basis set) of 15 unconnected molecules or ions with the total composition C69H162N8O7 at a distorted geometry.

Output
F_max = 2.783 eV/A
HOMO-LUMO gap = 0.3030 Ha

```
246
Properties=species:S:1:pos:R:3:forces:R:3
O 5.007 -4.093 -1.474 -1.60 0.38 1.22
O 3.698 8.228 -1.568 0.19 0.15 -0.72
O -1.169 -2.884 -7.619 -1.77 0.89 -0.82
O -4.328 4.115 -8.190 -0.02 1.60 -0.01
O 7.881 1.549 4.255 0.11 1.96 -1.35
O -7.339 -4.983 -3.213 -0.60 -1.36 -0.50
O 2.958 4.511 -8.483 -0.54 -1.25 -2.27
N -5.001 -9.783 4.997 0.70 -0.30 -0.62
N 11.499 2.514 -1.664 -0.07 -0.62 -0.07
N 1.498 -2.314 8.183 0.44 0.46 0.58
N -8.748 -2.305 6.293 1.32 -0.27 -0.18
N 2.195 5.873 6.589 -1.45 -0.21 -1.26
N -0.330 0.014 -1.087 1.70 -0.31 0.25
N 7.546 -2.574 -9.411 0.04 -0.44 -0.66
N -8.965 3.618 -0.151 0.75 1.84 -0.90
C -4.266 5.322 -7.971 -0.20 -1.38 -0.17
C -3.706 -10.675 6.828 0.74 -0.97 1.33
C -1.555 2.088 -0.273 -1.12 -1.21 0.40
C -7.724 4.425 0.011 -0.36 -0.06 0.30
C 3.123 8.144 -2.636 0.15 0.63 0.64
C 12.610 3.230 -2.273 0.50 1.39 0.73
C -7.956 5.823 0.594 -0.27 -0.02 -0.54
C 10.730 0.229 -1.067 -0.53 -0.09 -0.42
C -1.541 -0.717 -1.475 1.24 0.35 0.72
C 3.343 6.586 6.057 0.33 -1.61 -0.44
C -8.290 -6.800 -2.033 0.84 -0.05 0.20
C -0.550 0.958 0.002 0.27 0.88 -0.01
C 13.992 2.990 -1.692 0.43 -0.92 0.98
C -7.798 2.392 -2.123 -0.41 1.46 0.04
C -8.675 2.353 -0.875 -0.65 -0.79 1.03
C 3.942 -3.975 -0.852 1.83 -0.24 -1.71
C -3.640 -10.117 5.439 -0.96 0.60 1.54
C -8.965 -1.863 7.671 -1.35 -0.94 -0.85
C 3.455 3.979 -10.801 -0.06 1.03 0.25
C -9.649 3.468 1.152 -0.48 -1.53 -1.49
C -8.345 -6.643 -4.617 0.96 0.02 -0.41
C -4.946 6.367 -8.864 -0.12 -0.70 1.15
C 3.358 5.158 8.687 0.23 -0.16 -0.44
C -7.351 -2.079 5.868 -0.90 1.28 0.43
C -11.028 2.780 0.916 0.15 0.19 0.56
C -4.988 -9.631 3.558 -1.47 -0.77 -0.72
C 10.229 2.981 -2.230 -0.22 1.07 -0.31
C -5.540 -8.590 5.628 -0.95 0.50 0.43
C -4.075 -8.600 2.969 0.88 0.35 0.42
C 8.227 -3.807 -9.787 0.46 0.34 -1.93
C -0.259 5.313 6.289 0.95 -0.18 0.33
C 3.846 -3.167 0.413 0.13 0.09 -0.33
C -10.076 -2.778 8.213 -0.33 -0.05 0.43
C 2.958 -2.371 7.983 -0.45 -1.39 0.11
C 2.084 5.756 8.020 1.45 -0.63 1.26
C -9.677 -2.513 4.031 -0.05 0.78 -0.33
C 1.847 2.590 -9.357 -0.51 0.52 -0.14
C 11.641 1.091 -1.930 0.73 -0.64 1.06
C 3.800 -2.098 9.186 0.44 0.37 0.84
C -6.839 -0.597 5.991 0.68 -0.73 -0.81
C 1.125 -0.953 8.519 -0.96 0.14 0.73
C 6.741 2.829 2.606 -0.06 -0.48 0.90
C 3.459 8.010 6.411 0.06 1.61 0.22
C -9.709 -1.752 5.348 0.91 -0.46 -0.06
C 0.755 -2.689 6.999 0.69 -0.29 -0.40
C -3.556 -2.568 -7.466 0.45 -0.48 -0.44
C -3.519 5.816 -6.738 -0.16 -0.43 -1.04
C 7.902 2.572 3.549 -0.41 -2.07 1.81
C 5.430 -2.814 -10.882 0.11 -0.52 -0.58
C -7.933 -6.054 -3.312 0.03 1.82 1.30
C 0.913 -4.140 6.657 -0.27 -0.39 0.43
C 1.737 1.267 -1.896 -1.49 0.63 0.77
C 8.951 -3.725 -11.185 -0.50 -0.21 1.29
C -7.070 -8.382 5.386 0.52 -1.01 0.48
C -0.271 -0.810 9.235 0.91 -0.02 -0.66
C 3.634 8.845 -3.896 0.69 0.29 0.47
C 2.737 3.800 -9.476 0.99 0.60 1.26
C 9.747 4.366 -1.709 0.65 -0.80 0.17
C -2.143 -1.485 -0.268 -0.85 0.36 -0.60
C 1.830 7.398 -2.703 0.34 -0.04 0.27
C 9.059 3.508 3.583 0.12 -0.15 -0.36
C 2.727 -4.718 -1.352 0.21 0.06 0.02
C -2.214 -1.826 -9.509 0.61 0.59 0.05
C -2.203 -2.451 -8.136 1.47 -1.23 0.47
C 6.641 -1.989 -10.444 0.22 -0.12 1.09
C 6.582 -1.498 -7.465 -0.52 -0.14 1.52
C 6.862 -2.830 -8.155 0.70 1.86 -0.19
C 0.367 0.582 -2.260 1.07 -0.19 0.24
C 0.930 6.277 5.946 -1.45 -0.50 0.44
H 1.876 -0.513 9.176 -0.03 -0.06 0.01
H 0.970 2.963 -8.829 0.06 -0.57 0.53
H 0.320 -4.319 5.760 0.08 -0.45 0.05
H 8.658 4.419 -1.718 0.06 0.15 -0.33
H 3.306 5.004 9.765 -0.52 0.45 0.09
H -3.120 -10.877 4.856 -0.41 0.35 -0.69
H 11.564 0.845 -2.989 -0.35 0.01 -0.41
H 9.447 3.455 2.565 0.30 0.40 -0.13
H 2.624 8.563 5.980 -0.31 -0.04 0.12
H -3.860 -9.963 7.640 -0.28 0.18 -0.22
H -1.375 2.774 -1.100 0.33 -0.04 0.20
H 14.348 1.976 -1.876 0.19 0.05 -0.45
H -7.280 -2.342 4.812 0.20 -0.23 0.18
H -10.441 -2.052 3.406 -0.61 -0.72 -0.04
H 12.647 0.770 -1.659 0.20 0.38 -0.01
H 1.017 6.284 4.859 0.46 -0.10 0.01
H 1.410 2.123 -1.306 0.54 0.29 0.16
H -7.614 -9.273 5.699 0.15 -0.31 -0.01
H -9.624 1.892 -1.150 -0.06 0.19 -0.12
H 3.464 8.232 7.478 0.23 -0.05 0.03
H -2.476 1.542 -0.475 -0.42 0.35 -0.39
H -0.304 -2.453 7.106 0.09 0.02 0.22
H -8.828 6.200 0.059 -0.49 0.05 0.51
H -11.086 2.009 0.147 0.57 0.02 0.09
H -4.394 -7.629 3.349 0.17 0.27 -0.58
H -7.621 -6.432 -1.256 -0.07 0.13 0.00
H -8.056 -1.943 8.268 -0.01 0.03 -0.12
H 4.190 5.931 6.263 0.47 0.51 0.58
H -0.486 0.249 9.382 0.01 0.04 0.02
H 12.724 3.114 -3.351 -0.51 -0.29 -0.48
H 9.368 2.329 -2.081 0.56 -0.58 0.38
H 6.005 2.101 2.948 -0.08 -0.13 -0.55
H 4.236 5.779 8.508 0.00 0.08 0.01
H 10.604 0.656 -0.072 -0.01 0.13 -0.08
H -2.648 -0.833 -9.397 -0.23 0.10 -0.16
H -5.801 5.900 -9.353 0.27 0.05 -0.27
H 6.161 -1.759 -6.494 -0.80 0.08 0.02
H 3.923 4.963 -10.803 0.26 -0.13 0.05
H -3.972 -8.648 1.885 -0.55 0.20 0.00
H 1.014 8.111 -2.587 -0.14 0.06 -0.69
H 8.987 -4.054 -9.046 -0.20 0.12 0.22
H -2.756 -11.147 7.079 0.34 0.11 -0.01
H 2.374 1.678 -2.680 -0.51 -0.33 -0.49
H -7.990 -7.673 -4.588 -0.50 -0.26 -0.25
H -3.198 4.913 -6.219 0.03 0.36 0.27
H -3.076 -9.186 5.504 0.67 -0.02 -0.33
H 9.320 -2.712 -11.350 -0.03 -0.05 -0.14
H -7.204 6.546 0.277 0.50 -0.34 0.18
H 8.276 -4.054 -11.975 0.10 0.26 -0.14
H 2.419 1.821 -8.839 -0.33 0.01 0.33
H 7.251 -1.697 -11.299 -0.09 -0.08 -0.03
H 3.027 9.697 -4.201 -0.50 -0.22 0.09
H -4.258 6.848 -9.559 -0.07 -0.06 0.05
H -6.874 2.931 -1.916 0.15 -0.34 -0.21
H 4.212 3.205 -10.929 -0.02 -0.07 0.06
H -8.806 -2.268 3.423 0.43 -0.16 0.35
H 1.120 -2.140 6.131 0.05 0.63 -0.30
H 3.554 -3.858 1.204 0.08 0.17 0.27
H -4.296 -2.721 -8.252 -0.23 0.26 0.13
H 7.549 -3.396 -7.526 -0.21 -0.18 0.03
H 3.352 -1.789 7.150 -0.32 0.26 -0.48
H -1.413 -1.839 0.460 0.29 0.00 -0.39
H 2.845 -5.009 -2.396 0.10 0.29 0.04
H -9.412 -6.557 -4.823 0.02 -0.23 0.22
H 9.838 3.177 4.270 -0.24 0.06 0.03
H -8.044 5.876 1.679 -0.25 -0.01 -0.14
H 4.716 -2.227 -11.459 0.07 0.28 0.07
H 10.037 4.412 -0.660 0.08 0.18 0.08
H -8.277 1.647 -0.146 0.53 -0.34 0.26
H -0.880 0.403 0.880 -0.21 -0.05 -0.08
H -1.798 2.591 0.663 0.37 0.43 -0.10
H -7.782 -6.138 -5.403 -0.19 0.09 -0.05
H -9.434 -0.727 5.103 -0.32 0.57 0.16
H -7.476 -7.614 6.045 0.23 0.42 -0.39
H 0.356 1.457 0.346 0.46 -0.49 -0.31
H -7.588 1.450 -2.631 -0.12 -0.22 0.63
H 1.279 5.081 8.308 -0.20 0.24 -0.35
H 3.366 -2.536 10.084 -0.07 0.00 0.02
H 14.055 3.039 -0.605 -0.56 0.26 0.21
H 4.859 -3.298 -10.090 0.16 0.20 0.21
H 5.917 -0.809 -7.985 -0.15 -0.29 -0.01
H 3.767 8.195 -4.761 -0.20 -0.17 0.12
H -9.300 -0.829 7.591 0.03 0.38 0.73
H -2.126 0.075 -1.944 -1.26 -0.54 -0.08
H 4.741 -2.615 8.999 0.21 0.22 0.22
H 11.123 -0.779 -0.933 0.09 0.01 -0.15
H -2.745 -2.325 -0.612 0.25 -0.19 -0.16
H 0.556 -4.704 7.518 -0.22 -0.37 -0.22
H 5.934 -3.380 -8.311 -0.13 -0.26 0.26
H 5.736 -3.609 -11.563 0.09 -0.18 0.00
H -1.216 -1.404 -2.257 -0.22 -0.14 0.02
H -5.330 7.084 -8.137 -0.04 0.47 -0.36
H -9.802 4.382 1.725 0.04 0.35 -0.72
H -6.732 -2.744 6.470 0.18 0.05 -0.14
H -9.306 -6.633 -1.674 -0.12 -0.06 -0.38
H 1.170 -0.420 7.569 -0.31 0.81 -0.06
H -11.347 2.292 1.837 -0.18 0.13 0.09
H -11.008 -2.698 7.655 0.02 0.41 -0.12
H 1.818 -4.133 -1.212 -0.10 -0.26 0.13
H 0.200 4.326 6.220 -0.43 -0.33 -0.01
H -7.362 0.129 5.367 -0.54 -0.12 0.22
H 3.377 6.563 4.968 -0.74 -0.34 -0.24
H -4.118 6.501 -6.138 0.09 -0.11 0.05
H -4.827 -10.608 3.102 0.22 -0.16 0.08
H -1.200 -1.689 -9.887 0.01 -0.15 0.12
H -5.032 -7.672 5.333 0.30 0.23 -0.35
H -0.661 5.430 7.295 0.40 0.13 0.21
H 10.197 5.206 -2.238 -0.16 0.00 0.03
H 2.383 0.672 -1.250 -0.30 -0.35 -0.05
H 0.571 7.270 6.217 0.32 0.53 0.20
H 1.855 6.841 -3.640 -0.77 -0.13 0.12
H -8.999 2.883 1.803 0.06 -0.63 0.31
H 6.264 3.801 2.730 0.43 0.24 -0.24
H 8.733 4.528 3.787 0.08 0.02 -0.05
H 4.310 8.474 5.912 0.35 -0.10 0.30
H 2.792 3.960 -11.667 -0.20 -0.30 0.14
H -0.276 -1.298 10.210 0.20 -0.04 -0.05
H -2.661 6.350 -7.148 0.22 0.19 0.33
H -9.711 -3.594 4.169 -0.42 0.11 -0.18
H -2.788 -2.365 -10.263 -0.17 -0.16 0.28
H 14.744 3.708 -2.019 -0.21 -0.04 -0.49
H -8.352 2.985 -2.852 0.13 0.21 -0.23
H 10.400 2.992 -3.306 -0.41 0.25 -0.52
H -6.022 -9.390 3.310 -0.01 0.02 -0.41
H 7.411 -0.895 -7.094 0.71 -0.30 -0.82
H -10.699 -1.779 5.803 0.03 0.04 -0.13
H 7.505 -4.621 -9.847 -0.06 -0.50 0.15
H 9.762 0.129 -1.558 -0.21 -0.06 0.31
H -7.335 -8.251 4.337 0.07 0.49 0.14
H 0.623 -0.169 -3.007 -0.45 -0.57 0.24
H 9.804 -4.403 -11.159 -0.01 0.00 -0.15
H 1.939 6.709 8.530 -0.43 0.44 0.02
H 4.022 -1.048 9.379 -0.06 0.03 0.01
H -4.404 -11.503 6.949 -0.39 0.22 -0.27
H -6.671 -0.180 6.984 -0.32 -0.28 0.09
H -8.080 -7.866 -2.122 -0.35 -0.10 -0.12
H -5.369 -8.606 6.704 -0.10 -0.43 0.05
H 1.755 6.793 -1.799 0.13 -0.39 -0.32
H 3.090 -2.384 0.344 -0.25 -0.14 -0.09
H -0.337 1.246 -2.762 0.21 0.67 -0.31
H -7.059 3.814 0.622 0.62 0.10 0.29
H -5.866 -0.618 5.499 0.36 0.04 0.18
H -1.096 -1.227 8.657 0.09 -0.02 -0.09
H 3.230 -3.415 7.824 -0.43 -0.07 -0.73
H -7.217 4.627 -0.933 -0.31 -0.49 -0.16
H 7.073 2.642 1.585 -0.24 0.16 -0.08
H 4.799 -2.672 0.598 -0.01 -0.31 0.19
H -3.055 -8.750 3.324 0.11 0.01 0.11
H 4.596 9.296 -3.651 0.12 -0.21 0.02
H 12.433 4.289 -2.091 -0.27 0.16 -0.23
H 2.711 -5.657 -0.799 -0.41 0.00 0.26
H 1.475 2.167 -10.291 0.36 0.16 -0.20
H -11.788 3.498 0.609 0.09 0.22 0.21
H -1.167 5.357 5.688 0.45 0.27 -0.62
H -3.551 -3.460 -6.841 -0.01 0.31 0.29
H 6.281 -1.071 -9.980 0.03 0.12 -0.22
H 3.608 4.159 8.329 -0.14 -0.01 -0.47
H 1.951 -4.439 6.508 -0.08 0.13 -0.28
H -2.873 -0.912 0.304 0.12 0.44 -0.02
H -3.765 -1.653 -6.910 -0.15 -0.12 0.08
H -9.842 -3.837 8.101 0.53 0.07 0.08
H -10.345 -2.611 9.257 0.15 0.19 0.11
```
Positions in Å, forces in eV/Å.